4 unconnected molecules or ions with the total composition C35H72BrF3N6O16P5S, computed with ωB97M-V/def2-TZVPD.

Geometry as XYZ:
```
139
Properties=species:S:1:pos:R:3:forces:R:3:mulliken_charge:R:1
C -0.126 -1.484 4.576 -0.09 0.31 -0.34 -1.61
C -0.888 -2.099 3.395 0.78 -0.19 0.24 1.07
C -0.522 -3.568 3.155 -0.17 0.11 -0.17 -1.08
C 0.734 -3.712 2.297 -0.30 -0.39 0.03 1.00
C 0.987 -5.159 1.867 0.20 0.07 0.06 -1.00
C 1.738 -5.289 0.529 -0.42 -0.15 0.18 -0.93
N 2.654 -4.175 0.245 0.06 -0.20 -0.01 0.74
C 3.855 -4.026 1.093 0.27 0.26 -0.19 0.01
C 4.143 -5.228 1.949 -0.02 -0.18 0.15 -0.61
N 4.116 -5.256 3.208 0.06 0.06 0.07 -0.66
C 2.423 -3.294 -0.687 -0.01 0.07 0.01 -1.38
N 3.229 -2.154 -0.720 -1.10 -0.31 -0.30 0.09
C 3.517 -1.591 -2.048 0.38 0.19 0.44 0.67
P 3.993 0.251 -1.793 -0.71 0.96 -0.44 -0.05
N 5.670 0.278 -2.099 -0.10 -0.45 0.21 -0.42
O 3.908 0.249 -0.154 0.44 -0.12 0.20 -0.37
S 4.872 -2.655 -2.629 0.03 -0.45 -0.30 1.03
O 5.345 -2.163 -3.890 0.14 0.10 0.24 -0.61
O 4.403 -4.012 -2.517 -0.05 0.19 0.12 -0.61
C 6.314 -2.598 -1.379 0.25 0.06 0.10 0.78
F 6.020 -1.898 -0.280 0.26 -0.34 -0.44 -0.13
F 6.562 -3.870 -1.027 -0.04 0.68 -0.15 -0.20
F 7.383 -2.095 -1.986 -0.44 -0.26 0.37 -0.24
C 2.348 -1.734 -3.108 0.72 -0.08 -0.19 -0.47
P 2.018 -0.227 -4.215 -0.51 0.37 0.29 0.17
C 3.608 0.083 -5.055 0.14 -0.01 0.11 -1.19
C 1.056 -1.023 -5.601 0.32 -0.38 -0.29 -0.11
C 1.749 -1.166 -6.962 -0.14 -0.27 0.20 -1.44
C 1.115 -2.089 -2.270 -0.06 -0.03 -0.24 0.28
C -0.247 -2.128 -2.936 -0.21 0.31 0.05 -1.81
C -1.390 -2.294 -1.917 -0.14 0.35 -0.27 -0.68
C -2.042 -0.921 -1.670 0.43 -0.01 0.17 -1.08
N -2.818 -0.794 -0.451 -0.17 0.23 -0.19 -0.20
C -2.091 -0.216 0.668 0.02 -0.13 -0.23 0.84
C -2.036 1.294 0.691 0.02 -0.12 -0.08 0.17
C -2.036 2.091 -0.447 -0.08 -0.31 -0.21 -0.62
C -1.942 3.463 -0.367 0.08 0.39 -0.22 -0.99
C -1.829 4.077 0.863 -0.02 0.18 0.20 -0.63
C -1.829 3.307 2.011 0.00 0.35 0.07 -0.64
C -1.939 1.936 1.918 0.04 -0.19 0.08 0.56
O -1.929 1.165 3.067 -0.20 -0.10 0.02 -0.35
N 1.356 -3.365 -1.544 0.64 -0.02 -0.34 0.15
Br 1.357 -4.851 -2.710 -0.21 -0.02 0.16 0.08
H 0.883 -1.894 4.647 0.00 -0.12 0.16 0.34
H -0.655 -1.616 5.517 0.12 -0.18 0.11 0.36
H -0.005 -0.411 4.417 -0.10 0.03 0.10 0.33
H -1.961 -1.994 3.536 -0.06 0.11 -0.14 0.11
H -0.570 -1.557 2.501 -0.41 0.08 -0.01 -0.54
H -0.397 -4.093 4.105 -0.07 -0.12 0.01 0.32
H -1.329 -4.051 2.597 -0.10 -0.08 0.16 0.46
H 1.604 -3.338 2.841 0.06 0.26 -0.17 0.01
H 0.554 -3.113 1.397 0.20 0.19 0.02 -0.46
H 0.026 -5.651 1.714 0.00 -0.08 0.04 0.51
H 1.510 -5.712 2.644 -0.03 0.02 0.09 0.40
H 0.994 -5.333 -0.251 0.03 0.12 -0.17 0.41
H 2.304 -6.218 0.470 0.05 0.02 0.01 0.37
H 3.773 -3.128 1.706 -0.12 -0.07 0.10 0.50
H 4.704 -3.874 0.428 -0.03 -0.02 0.00 -0.12
H 4.457 -6.139 1.443 -0.03 -0.01 -0.14 0.49
H 3.830 -4.356 3.601 -0.02 0.01 0.02 0.30
H 2.843 -1.454 -0.086 0.69 0.11 0.29 0.22
H 6.000 1.227 -1.972 0.16 0.02 -0.13 0.30
H 5.939 -0.064 -3.015 0.09 0.02 -0.02 0.24
H 3.996 1.153 0.178 -0.24 0.02 0.12 0.34
H 2.652 -2.551 -3.769 -0.44 -0.18 -0.01 0.89
H 4.313 0.565 -4.383 0.01 0.09 -0.02 0.32
H 4.084 -0.788 -5.495 0.00 0.00 -0.07 0.32
H 3.366 0.814 -5.827 0.09 -0.02 -0.07 0.54
H 0.136 -0.451 -5.710 -0.07 0.01 0.03 0.49
H 0.772 -2.033 -5.312 -0.10 0.02 0.16 0.10
H 2.656 -1.762 -6.871 0.10 0.12 -0.05 0.32
H 1.093 -1.730 -7.625 -0.05 0.16 -0.11 0.45
H 1.983 -0.211 -7.424 0.05 0.02 -0.06 0.35
H 1.028 -1.302 -1.511 -0.03 -0.17 0.23 0.16
H -0.389 -1.142 -3.384 0.08 -0.05 -0.22 0.44
H -0.287 -2.845 -3.751 0.01 -0.17 0.09 0.93
H -1.030 -2.679 -0.961 0.01 -0.21 -0.02 0.04
H -2.141 -2.968 -2.328 0.02 -0.22 0.22 0.29
H -2.624 -0.632 -2.550 -0.07 -0.05 -0.02 0.32
H -1.222 -0.199 -1.606 -0.05 0.06 -0.01 0.30
H -3.248 -1.668 -0.185 -0.07 -0.02 0.04 0.36
H -2.543 -0.553 1.597 0.01 -0.09 -0.01 0.33
H -1.048 -0.583 0.657 0.03 -0.02 0.20 -0.47
H -2.128 1.642 -1.425 -0.09 -0.04 0.00 0.48
H -1.948 4.068 -1.263 -0.05 -0.06 -0.08 0.47
H -1.741 5.152 0.931 -0.02 0.03 0.02 0.44
H -1.740 3.770 2.986 0.01 0.00 0.05 0.47
H -2.572 1.552 3.669 0.16 -0.01 0.21 0.24
C 7.926 4.610 1.312 0.06 0.02 0.03 -0.52
O 7.309 4.947 2.562 -0.06 -0.09 -0.10 -0.29
P 5.734 4.803 2.759 0.16 0.15 0.20 1.06
O 5.044 4.309 1.565 -0.01 -0.26 -0.32 -0.61
O 5.270 6.193 3.322 -0.01 0.03 0.05 -0.37
C 5.423 7.347 2.482 -0.02 0.04 -0.03 -0.64
O 5.570 3.946 4.070 -0.05 -0.02 0.07 -0.35
C 5.980 2.576 4.038 0.01 -0.02 0.02 -0.48
H 7.808 5.425 0.601 -0.02 0.00 -0.01 0.28
H 8.982 4.456 1.518 0.00 0.02 0.02 0.25
H 7.495 3.701 0.896 -0.04 0.01 0.00 0.21
H 5.125 7.123 1.457 -0.02 -0.01 0.01 0.31
H 6.457 7.687 2.509 0.01 -0.02 0.00 0.26
H 4.774 8.117 2.886 -0.01 0.00 0.02 0.24
H 7.059 2.509 4.175 0.01 0.01 -0.02 0.27
H 5.693 2.105 3.097 -0.01 0.01 0.00 0.14
H 5.477 2.076 4.860 0.00 0.02 0.02 0.25
C -8.222 5.825 -3.211 -0.05 -0.01 -0.05 -0.62
O -7.043 5.195 -3.740 -0.03 -0.01 0.10 -0.35
P -5.808 4.880 -2.784 0.01 0.01 0.04 1.16
O -6.027 5.294 -1.397 -0.11 0.03 0.02 -0.68
O -4.560 5.496 -3.523 0.06 -0.01 -0.08 -0.34
C -4.535 6.920 -3.696 0.01 0.04 0.02 -0.70
O -5.486 3.354 -3.021 0.04 -0.05 -0.07 -0.29
C -6.441 2.396 -2.550 -0.01 -0.04 0.05 -0.70
H -8.068 6.899 -3.125 0.02 0.00 0.02 0.28
H -9.024 5.626 -3.918 0.02 0.00 -0.03 0.24
H -8.478 5.418 -2.236 0.04 0.01 0.02 0.31
H -4.864 7.428 -2.789 0.01 -0.01 0.01 0.35
H -5.170 7.202 -4.536 -0.02 -0.01 0.01 0.27
H -3.506 7.194 -3.910 0.01 -0.02 -0.01 0.24
H -7.254 2.299 -3.269 0.00 0.02 0.00 0.29
H -6.834 2.688 -1.575 0.02 0.01 0.01 0.36
H -5.919 1.448 -2.457 0.02 0.00 -0.01 0.19
C -5.999 0.201 3.128 -0.02 0.15 -0.04 -0.48
O -6.800 -0.859 3.670 0.20 -0.04 0.02 -0.34
P -6.296 -2.365 3.520 -0.02 0.08 -0.05 0.87
O -4.985 -2.456 2.867 0.13 0.05 -0.05 -0.35
O -7.489 -3.121 2.830 -0.04 -0.08 0.03 -0.42
C -7.862 -2.717 1.507 -0.01 0.00 -0.04 -0.59
O -6.409 -2.987 4.959 -0.06 -0.03 0.03 -0.38
C -5.528 -2.495 5.977 0.04 0.00 0.04 -0.47
H -6.178 0.294 2.058 0.03 0.01 -0.01 0.30
H -6.303 1.119 3.626 -0.07 -0.03 0.02 0.33
H -4.939 0.019 3.298 0.00 -0.05 -0.02 0.11
H -6.979 -2.545 0.889 0.01 -0.01 0.01 0.26
H -8.469 -1.813 1.554 0.01 0.01 0.01 0.26
H -8.447 -3.527 1.083 -0.01 -0.01 0.02 0.25
H -5.921 -1.566 6.388 0.00 0.01 -0.02 0.26
H -4.525 -2.335 5.578 0.00 -0.01 -0.02 0.13
H -5.490 -3.251 6.755 -0.03 -0.02 0.00 0.25
```
Forces are in eV/Å.

Output
- net charge = +1
- HOMO level (eV) = -10.341

***

A molecular structure, C36H60OP2Pt, computed with ωB97M-V/def2-TZVPD.

Geometry as XYZ:
```
100
Properties=species:S:1:pos:R:3:forces:R:3:mulliken_charge:R:1
Pt 2.537 -3.027 -2.947 -1.28 5.07 0.67 1.21
C -0.973 1.339 -3.149 0.46 0.30 0.06 0.29
C -1.643 0.095 -3.180 0.07 -0.16 -0.10 1.25
C -2.619 1.413 -1.572 -0.44 0.14 0.59 0.65
C -1.554 2.148 -2.136 0.17 0.12 -0.08 0.80
C -2.696 0.157 -2.229 0.02 -0.16 0.22 0.00
C 0.172 1.735 -4.000 -0.05 -0.06 -0.23 -1.54
H 0.294 1.025 -4.822 0.10 0.20 0.09 0.41
H 1.104 1.762 -3.418 -0.15 0.04 -0.11 0.25
H -0.001 2.736 -4.413 0.16 -0.18 0.04 0.46
C -1.137 3.502 -1.713 0.33 0.34 -0.13 -0.99
H -0.281 3.855 -2.302 -0.23 -0.05 0.17 0.43
H -0.848 3.524 -0.649 -0.16 -0.12 -0.24 0.03
H -1.953 4.231 -1.836 0.14 -0.23 0.06 0.40
C -3.484 1.900 -0.464 -0.19 -0.22 -0.10 -0.82
H -3.929 2.873 -0.717 0.14 -0.16 0.06 0.41
H -2.903 2.037 0.463 0.00 -0.01 -0.20 -0.16
H -4.294 1.192 -0.265 0.12 0.18 0.04 0.45
C -3.695 -0.888 -1.947 -0.34 -0.28 -0.14 -1.64
H -4.705 -0.452 -1.956 0.21 -0.17 0.06 0.44
H -3.534 -1.342 -0.956 -0.04 0.17 -0.26 0.25
H -3.657 -1.680 -2.703 -0.09 0.12 0.26 0.43
C -1.281 -1.061 -4.043 -0.02 -0.29 -0.07 -1.59
H -1.488 -0.858 -5.105 0.05 0.04 0.26 0.41
H -1.848 -1.954 -3.761 0.12 0.19 -0.07 0.34
H -0.209 -1.308 -3.961 -0.32 0.24 0.05 0.16
C 4.023 -4.031 -2.017 2.34 -1.23 -0.89 -0.26
C 4.228 -3.959 -3.469 1.53 -1.53 1.65 -0.80
C 3.860 -5.157 -4.320 -0.15 0.31 -0.55 -0.91
C 2.377 -5.630 -4.125 -0.13 -0.02 -0.52 -0.90
C 1.429 -4.585 -3.531 -1.12 -1.49 1.48 -1.23
C 1.309 -4.397 -2.074 -1.24 -2.25 -1.20 0.55
C 2.024 -5.369 -1.143 -0.02 0.57 0.42 -1.05
C 3.563 -5.305 -1.312 0.06 0.23 0.37 -0.83
H 4.582 -5.960 -4.136 -0.22 -0.05 0.09 0.38
H 2.329 -6.552 -3.543 0.01 0.07 0.08 0.26
H 3.999 -4.887 -5.373 -0.03 -0.01 0.19 0.38
H 3.978 -6.188 -1.809 -0.18 0.17 -0.12 0.26
H 4.717 -3.428 -1.415 -0.57 0.20 -0.25 0.62
H 5.062 -3.303 -3.756 -0.51 -0.16 -0.30 0.57
H 4.024 -5.284 -0.317 -0.14 -0.12 -0.20 0.47
H 1.777 -5.136 -0.098 0.00 0.12 -0.30 0.28
H 0.363 -3.978 -1.701 0.44 0.10 -0.20 0.22
H 1.615 -6.377 -1.297 0.21 0.16 -0.19 0.58
H 1.969 -5.872 -5.111 0.19 -0.13 0.13 0.40
H 0.503 -4.358 -4.084 0.63 0.23 -0.06 0.58
P 1.648 -0.562 -0.682 0.16 -1.18 -0.85 0.61
P -0.894 -1.705 0.514 -0.33 0.26 0.42 0.78
C 1.938 -1.625 0.826 -0.14 0.37 -0.10 -0.69
C 0.631 -1.909 1.584 -0.07 -0.11 0.03 -0.63
H 2.698 -1.139 1.464 -0.25 -0.29 -0.15 0.66
H 2.357 -2.573 0.438 0.00 0.43 0.06 0.07
H 0.605 -2.947 1.951 0.17 0.36 0.07 0.70
H 0.539 -1.238 2.454 -0.02 -0.29 -0.36 -0.54
C -1.921 -0.736 1.700 -0.04 -0.02 -0.02 -0.35
H -2.941 -0.648 1.299 0.16 -0.02 0.20 0.51
H -1.518 0.279 1.862 -0.12 -0.47 -0.08 -0.79
H -1.948 -1.281 2.655 -0.16 0.25 -0.15 0.58
C -1.693 -3.342 0.759 0.02 -0.05 0.02 -1.55
H -1.484 -3.687 1.781 -0.26 -0.09 -0.25 0.50
H -1.317 -4.078 0.034 -0.15 0.11 0.24 0.31
H -2.777 -3.223 0.620 0.28 -0.19 0.04 0.44
C 1.147 1.108 -0.176 -0.09 0.38 0.11 -0.67
H 1.225 1.731 -1.075 0.16 -0.04 0.14 0.49
H 1.746 1.551 0.625 -0.03 -0.05 -0.15 0.60
H 0.091 1.147 0.116 0.17 -0.17 0.14 -0.52
C 3.398 -0.378 -1.224 0.16 0.04 0.21 -1.11
H 3.508 -1.030 -2.123 0.40 0.59 0.36 0.09
H 4.088 -0.722 -0.437 -0.04 0.21 -0.39 0.36
H 3.616 0.669 -1.479 0.13 -0.40 -0.14 0.46
C -0.226 0.339 4.904 -0.33 0.11 0.04 -1.26
C 0.763 1.460 4.584 0.10 0.34 0.15 0.42
C 1.616 1.099 3.373 -0.06 0.18 -0.34 -1.16
C 0.047 2.805 4.421 0.33 -0.57 0.43 0.25
C 0.091 3.711 5.461 0.36 -0.62 -0.06 -0.65
C -0.552 4.945 5.386 -0.11 0.32 0.15 -1.27
C -1.272 5.286 4.241 -0.26 0.02 -0.60 -0.27
C -1.372 4.418 3.168 -0.51 0.64 -0.05 0.06
C -2.216 4.795 1.948 0.31 -0.21 0.09 2.14
C -3.710 4.769 2.281 -0.04 -0.18 0.19 -1.46
C -1.819 6.154 1.368 0.22 0.00 0.03 -1.58
C -0.727 3.116 3.228 -0.21 -0.30 -0.60 0.45
O -0.866 2.297 2.265 0.13 0.63 0.75 -0.14
H -0.973 0.261 4.102 0.17 -0.04 0.24 0.04
H -0.751 0.556 5.841 0.03 -0.13 -0.17 0.41
H 0.286 -0.625 5.010 -0.05 0.19 -0.01 0.39
H 1.440 1.579 5.443 -0.19 -0.03 -0.11 0.71
H 0.948 1.021 2.508 0.31 -0.13 0.16 -0.32
H 2.351 1.885 3.167 -0.03 -0.14 0.01 0.49
H 2.146 0.151 3.524 -0.07 0.18 0.06 0.47
H 0.653 3.438 6.359 -0.19 0.18 -0.29 0.44
H -0.490 5.641 6.222 -0.04 -0.18 -0.23 0.39
H -1.781 6.250 4.173 0.20 -0.25 0.16 0.38
H -2.022 4.026 1.190 -0.03 0.13 0.16 -1.41
H -3.947 5.517 3.049 -0.01 -0.18 -0.19 0.40
H -4.313 4.983 1.390 0.11 0.01 0.16 0.40
H -3.996 3.781 2.663 -0.05 0.19 -0.02 0.32
H -0.752 6.166 1.118 -0.17 0.11 0.05 0.37
H -2.388 6.357 0.452 0.05 0.02 0.20 0.43
H -2.016 6.961 2.085 0.04 -0.12 -0.25 0.37
```
Forces are in eV/Å.

Output
- net charge = +2
- ⟨S²⟩ = 6.05
- multiplicity = 5
- HOMO level (alpha / beta) (eV) = -12.399 / -12.457